Formula: C28H36FN3O10S3
Source: OMol25
Level of theory: ωB97M-V/def2-TZVPD

```
81
C28H36FN3O10S3 ωB97M-V/def2-TZVPD
C 0.763 -0.494 3.943
C 1.238 -0.268 2.444
O 0.760 -0.966 1.561
O 2.221 0.692 2.042
C 1.604 1.832 1.469
O 0.861 2.517 2.149
C 1.940 2.172 -0.024
C 0.833 1.717 -1.041
C -0.430 2.505 -1.331
C -0.688 3.869 -0.574
C -2.217 4.206 -0.337
C -2.813 3.587 1.015
C -4.024 2.592 0.780
S -5.008 2.273 2.341
C -4.224 0.893 3.227
N -2.973 0.480 2.791
N -2.648 -0.521 3.661
C -3.620 -0.746 4.590
O -4.663 0.186 4.320
C -1.417 1.982 -2.355
C -1.211 0.707 -3.126
C 0.014 -0.075 -2.809
C 0.992 0.444 -1.780
C 2.106 -0.666 -1.746
O 3.277 -0.564 -1.446
N 1.409 -1.880 -2.214
C 0.432 -2.467 -1.266
C 1.032 -3.654 -0.397
F -0.693 -3.010 -1.978
C 0.592 -1.426 -3.372
O 0.487 -1.975 -4.446
H 0.820 0.454 4.555
H -0.302 -0.874 3.978
H 1.399 -1.279 4.455
H 2.893 1.628 -0.325
H 2.142 3.268 -0.215
H -0.165 3.854 0.425
H -0.241 4.688 -1.218
H -2.878 3.980 -1.236
H -2.291 5.336 -0.208
H -1.994 3.064 1.591
H -3.207 4.433 1.659
H -3.633 1.579 0.457
H -4.756 3.047 0.057
H -3.672 -1.494 5.418
H -2.356 2.553 -2.616
H -1.927 0.314 -3.894
H -0.005 -1.733 -0.526
H 0.218 -4.187 0.194
H 1.539 -4.445 -1.016
H 1.719 -3.184 0.375
O 3.580 -0.458 6.796
S 4.930 -0.726 6.356
O 5.656 -1.901 6.774
C 4.967 -0.620 4.581
C 5.251 0.847 4.300
C 6.341 1.261 5.295
C 5.926 0.728 6.669
H 4.017 -0.960 4.171
H 5.780 -1.255 4.224
H 5.564 1.000 3.266
H 4.348 1.441 4.472
H 7.295 0.817 4.998
H 6.477 2.344 5.318
H 6.788 0.451 7.274
H 5.311 1.449 7.208
O -3.401 -1.639 -4.395
S -3.461 -1.408 -5.820
O -3.655 -0.089 -6.376
C -2.024 -2.148 -6.575
C -2.451 -3.579 -6.877
C -3.871 -3.480 -7.440
C -4.660 -2.534 -6.531
H -1.174 -2.087 -5.896
H -1.811 -1.599 -7.495
H -1.769 -4.061 -7.579
H -2.460 -4.169 -5.955
H -3.833 -3.069 -8.454
H -4.352 -4.458 -7.501
H -5.402 -1.964 -7.089
H -5.142 -3.072 -5.715
```

Properties
M (g/mol): 689.81
Frontier orbital gap (eV): 8.59
SMILES string: CC(=O)OC(=O)Cc1c(CCCCSc2nnco2)ccc2c1C(=O)N([C@H](C)F)C2=O.O=S1(=O)CCCC1.O=S1(=O)CCCC1